Below is one molecule with the formula C3H4ClFS, with properties calculated with ωB97M-V/def2-TZVPD.

- HOMO-LUMO gap: 8.4 eV
- Total energy: -1074.916364 Eh
- LUMO energy: -0.75 eV

XYZ file:
```
10
Properties=species:S:1:pos:R:3:mulliken_charge:R:1
C -0.74 -0.93 0.21 0.289
H 0.29 1.38 1.13 0.303
C 0.53 1.09 0.05 -1.057
S 1.77 -1.29 -0.88 -0.201
H -0.24 1.63 -0.59 0.320
Cl -1.92 -0.63 -1.01 -0.135
C 0.58 -0.36 -0.23 0.189
H 1.44 1.68 -0.25 0.313
F -0.60 -2.24 0.46 -0.222
H -1.09 -0.33 1.11 0.202
```